[1]
This record from the Open Molecules 2025 dataset describes a structure of composition C8H12. The level of theory is wB97M-V/def2-TZVPD.

The value obtained for the relative energy (zero: lowest compared OMol25 entry of this formula, charge and spin) is 152.67 kcal per mole. The calculation puts the HOMO-LUMO gap at 6.1 eV. The LUMO energy is -0.58 eV.

The geometry in ORCA input format:
```
! RIJCOSX wB97M-V def2-TZVPD def2/J DEFGRID3
* xyz 0 1
C 2.6793 0.6496 0.1977
C 1.1811 1.2094 0.0239
C 0.1325 0.2229 -0.3830
C -0.1678 -0.5456 -1.4594
C -0.2740 -1.9398 1.0336
C -0.6405 -0.6074 0.4432
C -2.1167 -0.1350 0.6612
C -2.7516 0.8345 -0.0585
H 2.4841 -0.3867 0.4800
H 3.1689 0.7287 -0.7718
H 3.2146 1.2974 0.8657
H 0.9134 1.6178 1.0001
H 1.2556 2.0067 -0.7190
H -0.7998 -0.2828 -2.2477
H 0.5896 -1.0939 -1.9753
H -0.9693 -2.7069 1.3157
H 0.7571 -2.1632 0.9906
H -2.5561 -0.8530 1.3710
H -2.3695 1.0585 -1.0623
H -3.7310 1.0890 0.2945
*
```

***

[2]
This record from the Open Molecules 2025 dataset describes an isolated molecule of C4H8N4. The level of theory is wB97M-V/def2-TZVPD.

The value obtained for the relative energy (zero: lowest compared OMol25 entry of this formula, charge and spin) is 149.35 kcal per mole. The calculation puts the HOMO-LUMO gap at 9.6 eV. The LUMO energy is 0.23 eV. The SMILES is [H]/N=C(/C=C)N/C=N\N.

The geometry in ORCA input format:
```
! RIJCOSX wB97M-V def2-TZVPD def2/J DEFGRID3
* xyz 0 1
C -1.4248 1.1112 -0.2352
C 0.7865 -0.1508 -0.6231
C 2.1881 -0.4356 -0.0745
C 2.9645 0.3803 0.7521
H -2.5225 -1.1962 1.7829
H -1.1233 -1.1642 1.2285
H -1.9639 2.0846 -0.7047
H 0.3538 2.0136 -0.4398
H -1.0344 -0.8506 -1.1932
H 2.7616 -1.6112 -0.0721
H 4.0637 -0.1062 0.7863
H 2.5516 1.4959 0.9020
N -1.9727 -1.0084 0.7621
N -2.3357 0.3256 0.1680
N -0.0143 0.9481 -0.0792
N 0.0125 -1.1361 -1.0231
*
```

***

The records above yield energy values of -311.74311, -376.01046 Ha, respectively.